108
Properties=species:S:1:pos:R:3:forces:R:3 method="wB97M-V/def2-TZVPD" relative_energy_kj_mol=711.1 energy_ha=-2282.1372 smiles="COC[C@H](C)N.COC[C@H](C)N.COC[C@H](C)N.COC[C@H](C)N.NC(N)=O.NC(N)=O.NC(N)=O.NC(N)=O.NC(N)=O" max_force_ev_per_a=8.44 homo_energy_ev=-8.717
C 2.46062 -5.98915 -16.46671 0.53 -0.03 -0.01
O 1.90366 -6.13442 -17.74236 -0.75 0.85 -0.82
C 0.98999 -5.05553 -18.04140 -0.39 0.16 0.49
C 0.27800 -5.32946 -19.34020 -0.57 0.61 0.16
C -0.77289 -4.28333 -19.81713 0.71 -0.66 1.12
N -0.38273 -6.65315 -19.19166 1.20 1.11 -0.89
H 1.71570 -6.11003 -15.68022 -0.08 -0.06 0.13
H 2.93945 -5.01534 -16.36423 -0.01 0.23 0.11
H 3.25008 -6.73533 -16.37696 -0.17 -0.11 0.13
H 0.24942 -5.00170 -17.24344 -0.06 0.15 0.35
H 1.50326 -4.09949 -18.14456 0.33 0.09 0.33
H 1.13694 -5.32549 -20.01124 -0.16 -0.38 -0.82
H -1.22825 -4.58967 -20.75887 0.38 0.13 -0.17
H -0.32601 -3.28976 -19.85219 -0.16 0.05 -0.30
H -1.59379 -4.29106 -19.10008 0.01 0.16 0.17
H -0.24859 -6.93591 -20.15195 -0.68 -1.13 -0.28
H 0.39041 -7.09449 -18.71461 -0.18 -1.20 0.30
C 4.26223 -10.63615 -6.66299 0.09 -0.14 -0.37
O 5.11296 -9.89552 -7.50953 0.62 1.24 0.31
C 5.93939 -10.57384 -8.40069 0.47 -1.28 -1.13
C 6.90202 -9.76188 -9.33893 -1.28 0.41 0.21
C 6.09899 -9.38487 -10.58661 -0.01 0.72 -0.31
N 8.01693 -10.59140 -9.72819 1.17 -0.89 -0.73
H 3.94041 -9.97366 -5.85948 0.24 -0.06 0.03
H 4.75465 -11.52661 -6.27221 0.16 0.00 0.22
H 3.35684 -10.96616 -7.17240 -0.09 -0.08 -0.32
H 6.54096 -11.39429 -8.00941 0.21 0.16 1.09
H 5.31566 -11.13594 -9.09574 -0.36 -0.07 -0.38
H 7.34046 -8.85277 -8.92735 -0.78 0.30 0.63
H 6.69631 -8.68491 -11.17086 -0.10 0.03 -0.30
H 5.14422 -8.90202 -10.37836 0.17 0.34 0.55
H 5.76780 -10.19580 -11.23531 0.64 -0.51 0.18
H 8.83317 -10.53260 -9.13624 -0.42 -0.23 1.33
H 8.50127 -10.18228 -10.51441 -0.71 0.07 -1.00
C 3.25066 -12.38298 -17.74658 -1.02 0.00 -0.23
O 1.97825 -13.10437 -17.83651 1.43 0.50 1.00
C 1.43302 -13.14555 -19.12273 -0.80 0.18 -0.81
C -0.10395 -13.32704 -19.06885 0.26 -0.62 -0.27
C -0.63231 -14.68682 -18.48671 -0.22 1.41 1.32
N -0.68713 -13.27721 -20.40014 0.07 -0.81 -1.64
H 3.05303 -11.32876 -17.94060 0.11 0.07 -0.63
H 4.02062 -12.80581 -18.39193 -0.20 0.06 -0.40
H 3.71041 -12.34146 -16.75915 -0.72 -0.78 0.38
H 1.56649 -12.21741 -19.67847 0.27 0.57 0.17
H 1.92109 -13.87851 -19.76511 -0.04 -0.58 0.10
H -0.51194 -12.40260 -18.66015 0.20 -0.41 1.65
H -1.67316 -14.46781 -18.24848 -0.56 -0.54 -0.87
H -0.36730 -14.97258 -17.46877 1.06 0.41 0.05
H -0.45233 -15.56925 -19.10073 -0.24 0.46 -0.38
H -1.69648 -13.29868 -20.37113 0.00 -0.15 0.21
H -0.44521 -12.51315 -21.01478 0.39 0.24 0.36
C 0.14977 1.55918 -15.06732 -0.23 -0.78 0.51
O -0.98125 0.67092 -15.00138 0.39 0.65 0.33
C -1.95155 0.91039 -15.99970 -0.84 0.65 0.98
C -2.97302 2.05082 -15.58981 -0.44 -0.21 -0.13
C -3.77653 1.77003 -14.34462 1.00 -0.23 0.73
N -3.99952 2.29949 -16.59556 1.06 -0.10 -1.23
H -0.10359 2.57483 -15.37123 -0.05 -0.13 -0.47
H 0.91503 1.06124 -15.66275 0.05 0.44 -0.50
H 0.59875 1.66907 -14.08018 -0.31 -0.23 0.23
H -1.44319 1.12495 -16.93972 -0.16 0.27 -0.32
H -2.52411 -0.00950 -16.11838 0.01 -0.15 -0.02
H -2.42381 2.98433 -15.46722 0.17 0.06 0.06
H -4.48136 0.96274 -14.54362 0.19 -0.32 0.24
H -4.37209 2.61654 -14.00284 0.19 0.18 -0.27
H -3.04367 1.53243 -13.57354 -0.43 -0.40 0.41
H -3.46763 2.22362 -17.45081 -0.27 0.55 -0.89
H -4.60668 1.49623 -16.67445 -0.34 -0.27 0.34
N -7.53551 0.09330 -22.06410 -4.36 -1.41 2.32
C -6.58561 0.55480 -22.79870 -2.65 0.80 -2.39
N -5.49055 0.37495 -22.19960 8.24 -0.08 1.83
O -6.77439 1.04068 -23.88406 0.36 0.79 -2.10
H -8.45688 0.08367 -22.47770 0.04 0.00 0.77
H -7.27304 -0.14365 -21.11802 -1.24 -0.30 -0.19
H -5.34764 0.02852 -21.26170 -0.31 -0.02 -0.43
H -4.64833 0.51566 -22.73902 -0.09 0.20 0.26
N 0.07124 -6.52158 -25.32999 -0.45 1.45 -0.01
C -0.06254 -7.85045 -25.17171 1.74 1.58 1.57
N -0.42499 -8.47906 -26.23355 -1.78 -2.81 -3.97
O 0.28742 -8.43177 -24.18388 0.46 -0.93 2.29
H -0.01739 -6.19646 -26.28212 0.43 0.53 0.52
H 0.64675 -6.06831 -24.63471 -0.23 0.20 -0.41
H -0.90433 -8.05917 -27.01714 0.23 -0.22 0.21
H -0.29483 -9.47994 -26.19598 -0.42 0.21 -0.17
N -5.24727 -9.20291 -18.56131 -2.55 2.01 -6.05
C -5.37505 -9.81204 -17.43745 0.14 -2.34 1.56
N -4.36708 -9.45082 -16.72506 4.32 0.76 4.90
O -6.14713 -10.66926 -17.06899 -1.73 -0.23 -0.20
H -6.10894 -9.14360 -19.08486 0.50 -0.04 -0.59
H -4.39288 -8.82940 -18.94941 -0.45 -0.07 0.31
H -3.67825 -8.77551 -17.02433 -0.32 -0.18 0.27
H -4.23045 -9.91326 -15.83761 0.15 0.11 -0.21
N -7.38829 -3.82127 -16.53006 0.55 -4.43 0.55
C -7.55642 -2.53317 -16.55805 2.93 -0.06 -5.49
N -8.33824 -2.19440 -15.63726 -3.51 2.70 4.37
O -7.09681 -1.90050 -17.48399 0.96 2.24 -0.67
H -6.72456 -4.30625 -17.11687 -0.48 0.05 0.28
H -7.95050 -4.21573 -15.78951 1.17 -1.68 -0.66
H -8.53004 -1.21475 -15.48368 -0.56 -0.55 0.33
H -8.71267 -3.04050 -15.23228 -1.02 1.77 1.23
N 3.03323 1.29770 -20.30742 0.93 1.06 3.22
C 2.57849 0.76573 -21.42345 2.51 -2.46 -1.32
N 1.74059 1.58789 -21.97490 -3.39 2.39 -2.02
O 3.01180 -0.22842 -21.98213 -0.13 -0.74 0.30
H 3.58723 0.82559 -19.60720 -0.17 0.05 -0.46
H 2.68921 2.23373 -20.14744 0.62 -0.33 0.71
H 1.36314 1.38030 -22.88845 -0.03 0.08 0.37
H 1.29064 2.24554 -21.35431 -0.36 -0.05 -0.80

---

98
Properties=species:S:1:pos:R:3:forces:R:3 method="wB97M-V/def2-TZVPD" relative_energy_kj_mol=279.8 energy_ha=-1734.4383 smiles=COC[C@H](C)N.COC[C@H](C)N.COC[C@H](C)N.COC[C@H](C)N.CO.CO.CO.CO.CO max_force_ev_per_a=4.29 homo_energy_ev=-8.514
C 2.03362 -0.75209 7.45351 3.39 -0.23 -0.21
O 1.54895 -1.63319 6.52706 -1.69 -0.50 -1.36
C 0.47965 -1.02701 5.75801 0.43 -0.01 -0.31
C 0.07037 -2.03103 4.62445 -2.10 1.96 2.11
C -0.52418 -3.27008 5.21756 -0.96 -1.13 1.12
N 1.21790 -2.24638 3.86403 1.43 -1.49 -1.78
H 1.36648 -0.50668 8.19468 -1.88 0.12 2.14
H 2.28368 0.23146 7.03885 0.44 -0.08 -0.42
H 2.95914 -1.24805 7.89008 -1.08 0.89 -0.33
H -0.35701 -0.69494 6.40576 0.25 -0.52 -0.20
H 0.93477 -0.10803 5.34426 -0.39 -0.22 -0.28
H -0.76583 -1.57088 4.02827 0.85 0.03 0.37
H -1.19611 -3.15407 6.04798 -0.40 1.13 0.73
H 0.16188 -3.96364 5.68601 0.69 -0.23 -0.53
H -1.23072 -3.78056 4.58257 0.37 -0.48 -0.98
H 1.08437 -3.16281 3.38005 0.66 1.05 0.40
H 1.98814 -2.33372 4.53228 -0.04 -0.26 -0.52
C 2.96670 -2.32869 0.12393 -0.68 -0.13 1.09
O 3.91849 -1.34937 0.36290 -0.08 0.30 1.02
C 5.17186 -1.67611 -0.14740 -0.94 4.15 -0.56
C 6.06066 -0.42173 0.15205 0.47 -0.51 0.26
C 6.39930 -0.17245 1.64625 -1.65 -1.44 -0.06
N 5.56867 0.78779 -0.56430 -0.57 0.87 0.15
H 3.20043 -3.30920 0.58234 0.14 0.31 0.09
H 2.94313 -2.48013 -0.93665 -0.85 -0.28 -0.72
H 2.05731 -1.93154 0.62709 0.17 -0.56 -0.82
H 5.51806 -2.57137 0.24942 1.04 -1.66 0.88
H 5.07247 -1.72082 -1.23217 0.27 -0.35 -0.33
H 6.94752 -0.83271 -0.30893 0.93 0.80 -0.37
H 6.77473 -1.09229 2.13177 -0.18 0.23 -0.27
H 5.49816 0.14347 2.23392 0.81 -0.04 -0.59
H 7.18757 0.53077 1.69418 0.64 1.02 0.21
H 6.10137 1.70890 -0.56822 -0.15 -2.23 0.38
H 4.66214 1.06813 -0.15877 0.54 -0.53 -0.25
C 3.95180 -2.44536 -4.08565 0.50 0.28 -1.27
O 2.73903 -2.41605 -3.38369 0.24 0.31 0.21
C 2.33317 -1.10775 -3.01831 1.29 0.49 1.39
C 0.86235 -1.14007 -2.71996 -1.43 -1.40 0.22
C 0.09323 -1.25014 -4.02102 1.66 0.67 -0.70
N 0.36449 -0.05936 -1.92881 -1.07 1.20 -0.23
H 3.88888 -2.01322 -5.09214 -0.52 0.71 0.05
H 4.20186 -3.45757 -4.41166 0.13 -0.23 1.09
H 4.76857 -1.88376 -3.59943 -0.17 -0.60 0.20
H 2.87685 -0.63917 -2.13568 -0.24 -1.23 -0.28
H 2.65737 -0.36885 -3.75317 -0.65 -0.04 -0.84
H 0.52263 -2.06066 -2.18680 1.14 0.33 0.04
H -0.97253 -1.30714 -3.90238 -0.43 0.09 -0.02
H 0.50428 -2.11906 -4.54851 -0.41 0.08 0.00
H 0.45145 -0.36841 -4.59069 -0.86 -0.24 -0.20
H 0.36914 0.84271 -2.39746 0.10 -0.14 0.07
H 0.68803 0.05318 -0.98770 0.45 -0.20 0.21
C -5.00214 3.55044 -2.71171 1.13 -1.20 0.15
O -5.56849 2.26352 -2.95869 0.89 0.24 1.84
C -5.75931 1.47216 -1.70075 -0.75 1.47 -1.96
C -5.84143 0.10888 -2.29266 -0.32 -1.27 -0.90
C -6.12259 -0.90970 -1.19700 -0.79 -0.60 0.76
N -4.73071 -0.21534 -3.21259 0.85 -0.61 1.09
H -5.77905 4.16314 -2.38496 -1.32 1.48 0.71
H -4.62796 3.96183 -3.66487 0.13 -0.32 0.51
H -4.22440 3.52037 -1.88238 -0.54 0.06 -1.30
H -4.94191 1.52813 -0.96105 -0.15 0.43 -0.49
H -6.75652 1.81760 -1.31351 0.98 -0.41 0.23
H -6.66541 0.15837 -3.02343 -0.25 -0.21 0.62
H -5.50979 -0.78670 -0.30101 0.22 0.42 -0.07
H -5.97837 -1.96315 -1.43578 0.03 0.09 -0.66
H -7.17565 -0.85481 -0.82630 0.66 0.22 -0.40
H -4.70751 0.53392 -3.88495 0.08 0.10 -0.16
H -3.80071 -0.23180 -2.74382 -1.03 0.15 -0.18
C -3.60759 3.21154 1.05062 -0.59 -0.84 1.09
O -2.34189 3.09533 0.45434 0.76 0.21 0.28
H -3.77341 4.16091 1.62136 0.28 -0.65 -0.45
H -4.31913 3.15266 0.23341 -0.24 0.20 0.12
H -3.84167 2.32377 1.74488 0.38 1.19 -0.81
H -1.64178 3.02942 1.14825 -0.63 -0.16 -0.29
C -1.62648 3.19957 -3.50082 -2.03 -0.43 0.70
O -1.24125 3.78758 -2.20661 0.02 -1.42 -0.82
H -2.39120 2.38599 -3.34959 0.19 1.06 0.12
H -2.06479 3.95204 -4.21928 0.51 -0.45 1.20
H -0.92177 2.62350 -4.07610 1.43 0.25 0.21
H -1.49385 3.17739 -1.45419 -0.13 0.88 -1.16
C -2.61847 -1.75563 -0.88650 -0.81 -0.14 -0.80
O -2.56842 -0.37588 -1.14983 0.66 0.54 -0.41
H -3.60220 -2.09141 -1.24851 0.29 -0.20 0.34
H -1.86704 -2.33871 -1.42996 0.10 0.15 0.12
H -2.52943 -1.89276 0.17102 0.06 -0.55 0.74
H -1.65479 -0.17180 -1.41964 0.03 0.16 0.08
C 2.18293 2.12204 -0.41644 -1.40 0.00 3.12
O 0.84026 2.56594 -0.09417 0.42 0.81 -2.04
H 2.85165 2.85619 -0.03725 0.92 0.57 0.18
H 2.28845 1.20922 0.16295 0.41 -0.20 -0.03
H 2.35150 1.92573 -1.41031 0.16 -0.36 -2.44
H 0.62226 3.23229 -0.79653 -0.23 -0.63 0.97
C -0.52369 0.89230 2.04501 0.47 -0.75 -0.19
O -0.42092 2.30581 2.25874 -0.55 -0.76 -0.08
H 0.10430 0.57701 1.19047 -0.48 0.22 0.20
H -0.11979 0.37067 2.88821 0.46 -0.21 0.73
H -1.51958 0.43980 1.92478 -0.10 0.97 -0.29
H 0.23547 2.55234 1.59739 0.18 0.49 -0.18

---

Gap between HOMO and LUMO
In order: 8.6 9.1
Unit: eV